No. 1
C26H26N5O4S2Y | ωB97M-V/def2-TZVPD

Summary:
highest occupied orbital energy = -7.386 eV
total energy = -2416.02622 a.u.
molecular weight = 625.6 g/mol
Kohn-Sham gap = 7.12 eV

```
64
Properties=species:S:1:pos:R:3:forces:R:3:lowdin_charge:R:1
Y -0.43919 0.32601 0.39099 -0.237 0.976 -0.317 1.39
C -2.54405 3.92758 4.60987 0.010 -0.012 -0.056 -0.43
S -2.25091 4.47685 2.92041 0.041 0.035 0.105 0.83
C -2.13839 2.97491 1.98478 -0.405 -0.103 -0.152 -1.14
S -2.05829 1.42585 2.67292 0.127 0.321 -0.069 0.65
N -2.16212 3.29493 0.71342 0.316 0.045 -0.075 -0.12
N -1.81325 2.29254 -0.16015 -0.374 0.261 0.297 -0.10
C -2.39135 2.35661 -1.29342 -0.063 -0.160 -0.344 -0.07
C -2.02258 1.43490 -2.38006 -0.011 0.139 0.167 -0.25
C -2.66331 1.49525 -3.60876 -0.104 0.084 -0.139 -0.02
C -2.25836 0.63729 -4.61673 -0.033 -0.004 -0.040 -0.05
C -1.22686 -0.25432 -4.36928 -0.016 0.039 -0.046 -0.05
C -0.65864 -0.26325 -3.10672 0.023 -0.067 0.131 -0.11
N -1.04469 0.55770 -2.13531 -0.180 -0.149 0.071 0.04
H -2.00184 4.60290 5.26902 -0.021 -0.012 0.021 0.03
H -2.16715 2.91157 4.72032 0.007 0.043 0.035 -0.02
H -3.60663 3.95630 4.84172 0.009 -0.026 0.020 0.03
H -3.17006 3.09418 -1.46421 0.047 0.112 -0.066 0.13
H -3.46228 2.21045 -3.76062 0.030 -0.038 -0.021 0.12
H -2.74343 0.66023 -5.58419 0.005 0.022 0.008 0.11
H -0.87302 -0.93691 -5.13006 -0.023 0.012 0.030 0.11
H 0.12120 -0.96985 -2.84388 -0.042 0.021 0.023 0.11
C -3.83708 -1.97262 1.96120 -0.119 -0.018 -0.042 0.00
C -2.66490 -1.81678 1.03135 0.020 -0.345 -0.069 -0.35
O -2.45710 -0.68396 0.57669 -0.329 -0.144 -0.149 -0.13
C -1.83084 -2.95967 0.69953 -0.089 0.026 0.177 -0.09
C -2.22026 -4.25441 1.10499 -0.048 0.062 0.035 -0.04
C -1.48511 -5.36565 0.79119 0.107 -0.004 -0.066 -0.10
C -0.29687 -5.19795 0.05579 -0.056 -0.033 0.045 -0.08
C 0.11381 -3.95723 -0.35288 0.040 -0.057 -0.023 -0.01
C -0.63546 -2.79083 -0.05393 0.057 0.037 -0.195 -0.33
O -0.21496 -1.64350 -0.47317 0.119 -0.563 -0.276 -0.20
H -4.19982 -0.98051 2.21644 0.001 0.007 -0.004 0.08
H -3.54283 -2.50350 2.86677 -0.024 0.006 -0.026 0.09
H -4.63804 -2.53784 1.47839 0.026 -0.006 0.031 0.10
H -3.13690 -4.37355 1.66920 0.034 0.006 -0.001 0.10
H -1.80628 -6.34991 1.10487 0.014 0.027 -0.007 0.10
H 0.30611 -6.06595 -0.18684 -0.008 0.020 0.000 0.10
H 1.03614 -3.81975 -0.90505 -0.039 -0.022 0.001 0.11
N 0.95929 2.37493 1.78988 0.113 -0.233 0.259 -0.01
C 1.32754 1.93704 3.15784 0.017 -0.022 -0.158 -0.25
C 2.18652 0.67584 3.06586 0.010 0.059 0.061 -0.09
C 1.54432 -0.20249 2.01983 -0.012 -0.346 0.327 -0.68
O 2.13700 -0.44328 0.95864 -0.098 0.061 -0.027 -0.01
O 0.30640 -0.51512 2.20847 0.834 -0.457 1.065 -0.18
H 1.80531 2.59625 1.27608 0.005 0.062 -0.079 0.08
H 0.41361 3.22933 1.84626 -0.085 -0.024 -0.071 0.06
H 0.40069 1.70001 3.66937 -0.096 -0.004 0.049 0.06
H 1.84619 2.71425 3.72276 0.058 0.053 0.000 0.11
H 2.21642 0.17409 4.03334 0.001 0.001 0.005 0.12
H 3.20216 0.90196 2.74230 0.045 0.000 0.050 0.11
N 1.32528 1.40043 -0.92619 0.100 0.401 -0.536 0.14
C 2.28017 1.07138 -1.46471 0.554 -0.251 0.054 -0.09
C 3.49684 0.55140 -2.03256 -0.180 0.303 -0.096 -0.20
C 4.35826 1.39099 -2.73527 0.006 0.000 -0.045 -0.03
C 5.51000 0.86058 -3.29226 -0.003 -0.012 0.025 -0.07
C 5.79142 -0.49310 -3.14432 -0.015 0.024 -0.009 -0.07
C 4.93238 -1.31814 -2.42908 0.066 0.017 -0.031 -0.06
C 3.77890 -0.79946 -1.86671 -0.098 -0.206 0.140 -0.01
H 4.12135 2.44219 -2.83892 0.012 -0.033 -0.021 0.12
H 6.18810 1.50303 -3.83970 -0.028 -0.035 0.015 0.11
H 6.68780 -0.90702 -3.58925 -0.013 0.019 0.028 0.11
H 5.16525 -2.36794 -2.30298 -0.016 0.041 -0.011 0.11
H 3.10441 -1.41529 -1.28329 0.008 0.045 -0.011 0.12
```
Forces are in eV/Å.

No. 2
C26H27Cl6N4O4PPtS | ωB97M-V/def2-TZVPD

Summary:
highest occupied orbital energy (alpha / beta) = -13.244 / -13.244 eV
total energy = -5145.78756 a.u.
molecular weight = 930.4 g/mol
Kohn-Sham gap (alpha / beta) = 5.17 / 5.16 eV
charge = +2

```
70
Properties=species:S:1:pos:R:3:forces:R:3:lowdin_charge:R:1
Pt 0.03734 -0.03823 0.33890 -0.068 0.016 -0.033 0.77
O 1.20413 -6.63490 2.73354 -0.015 0.015 -0.034 0.19
C 1.37151 -5.37893 2.35994 0.040 0.077 -0.096 -0.54
O 2.41467 -4.93843 1.96762 0.041 0.040 -0.117 0.15
C 0.18517 -4.43220 2.34147 0.014 0.116 -0.102 -0.19
C 0.44675 -3.17333 3.10465 -0.256 0.172 -0.016 -0.52
Cl 1.09544 -3.47655 4.63520 -0.073 0.058 0.011 0.99
N 0.09370 -1.96629 2.75488 0.329 -0.140 0.009 -0.07
N -0.56648 -1.70413 1.53968 -0.093 -0.065 -0.001 -0.32
C -0.94225 -4.60856 1.67330 -0.033 -0.015 0.108 0.05
C -1.48707 -5.59729 0.97333 -0.027 0.042 0.190 -0.11
O -2.11967 -6.32213 0.36267 -0.047 -0.067 -0.152 0.30
O -0.81111 -2.74249 -0.79959 -0.018 -0.037 0.133 -0.43
C 0.12014 -0.82957 3.67610 0.083 -0.064 0.007 -0.25
C 1.30478 -0.46716 4.29700 -0.052 -0.030 -0.025 -0.08
C 1.26772 0.55851 5.22556 -0.009 0.024 -0.009 -0.05
C 0.06864 1.20336 5.50664 0.024 0.030 0.003 -0.04
C -1.09710 0.84244 4.84864 0.005 -0.018 -0.045 -0.04
C -1.08066 -0.18597 3.91576 -0.062 0.009 0.056 -0.01
H 0.32627 -6.80693 3.10159 -0.006 -0.009 0.006 0.14
H 2.23293 -0.97038 4.06329 0.038 0.011 -0.009 0.12
H 2.17732 0.85683 5.72893 0.008 0.001 -0.017 0.12
H 0.04827 1.99789 6.24016 -0.004 -0.001 -0.001 0.12
H -2.02681 1.34904 5.06801 -0.004 0.000 0.004 0.12
H -1.98616 -0.50039 3.41389 0.026 0.027 0.015 0.10
Cl 2.57965 -2.24634 -1.10304 -1.690 -3.484 0.238 0.90
C 3.50270 -1.79771 0.21713 3.075 -0.128 1.170 -0.36
C 3.12878 -0.78964 0.98392 0.102 -0.078 0.073 -0.42
C 1.97067 0.08053 1.06609 -0.288 0.866 0.291 -0.40
Cl 0.57805 1.64261 -1.09530 -0.257 0.345 0.248 0.20
C 2.38153 1.11373 1.83433 0.323 -0.231 0.137 -0.75
Cl 1.46924 2.46815 2.29512 -0.216 0.222 0.010 0.76
C 3.76731 0.91269 2.35207 -0.442 0.073 -0.079 -0.74
Cl 4.59146 2.00561 3.34328 -0.015 0.097 0.066 0.77
C 4.19968 -0.26723 1.89486 -0.251 -0.166 -0.103 -0.69
Cl 5.70713 -1.01060 2.13524 -0.159 0.131 0.027 0.77
C -2.47300 2.40692 1.04614 -0.052 -0.004 0.015 -0.14
C -2.82291 1.82564 -0.32277 -0.042 -0.045 0.036 -0.38
P -2.18096 0.13808 -0.60553 -0.131 0.075 0.099 0.80
C -2.08452 -0.06741 -2.41344 -0.067 -0.022 0.004 -0.41
C -3.42956 -0.02556 -3.13828 -0.026 0.033 0.009 -0.12
C -3.53365 -0.98253 -0.10457 0.008 -0.010 0.017 -0.36
C -3.82222 -1.12922 1.38705 0.003 0.036 -0.012 -0.12
H -1.39963 2.36832 1.23438 0.075 0.030 0.023 0.01
H -2.98044 1.87764 1.85379 0.033 -0.012 -0.013 0.06
H -2.77532 3.45230 1.09835 -0.006 -0.014 0.004 0.09
H -2.42927 2.45529 -1.12221 0.061 0.007 0.015 0.08
H -3.90666 1.78252 -0.45178 -0.002 0.039 -0.054 0.10
H -1.56966 -1.01378 -2.59447 -0.010 -0.032 -0.005 0.06
H -1.43307 0.73277 -2.76420 0.045 0.017 0.001 0.04
H -4.04634 -0.89216 -2.90519 0.008 0.008 -0.001 0.08
H -3.26640 -0.02033 -4.21466 -0.011 -0.014 -0.022 0.08
H -3.99479 0.87509 -2.89354 0.007 -0.010 -0.004 0.08
H -3.33961 -1.95138 -0.56905 0.044 -0.013 0.044 0.08
H -4.41310 -0.56402 -0.60063 -0.009 -0.057 -0.053 0.09
H -3.00096 -1.62221 1.90199 -0.022 -0.010 -0.016 0.03
H -4.71697 -1.73506 1.52620 0.000 0.007 -0.007 0.09
H -4.01189 -0.16422 1.85941 0.010 -0.008 -0.002 0.07
S 0.15331 -2.27312 0.16605 -0.829 -0.111 0.432 0.71
C 1.19063 -1.76935 -3.65370 0.457 -2.694 0.957 -0.30
N 1.29944 -2.87890 -3.25534 -0.580 2.700 -1.548 0.12
C 3.17061 -0.51007 -2.19667 -0.451 1.735 -1.462 0.12
C 2.40297 0.22656 -3.20295 0.355 -0.811 0.017 -0.24
N 1.28107 -0.46121 -3.85195 0.324 -0.180 0.584 0.04
H 2.33125 -3.47373 -0.40053 -0.001 0.765 -0.511 0.07
H 4.02581 0.04482 -1.81676 0.136 0.259 -0.101 0.10
H 3.44170 -2.96198 -1.77371 0.110 0.329 -0.483 0.09
H 3.11805 0.54202 -3.98047 0.286 0.153 0.082 0.17
H 2.02759 1.15786 -2.74302 0.329 0.063 0.121 0.05
H 0.82617 -0.01248 -4.62828 -0.079 -0.051 -0.128 0.16
```
Forces are in eV/Å.

No. 3
C26H27ClFN3O6 | ωB97M-V/def2-TZVPD

Summary:
highest occupied orbital energy = -9.104 eV
total energy = -2182.67550 a.u.
SMILES = CCc1cc(O)c(Oc2ccc([N+](=O)[O-])cc2Cl)cc1F.CNC(=O)[C@H](Cc1ccccc1)NC(C)=O
molecular weight = 532.0 g/mol
Kohn-Sham gap = 7.81 eV

```
64
Properties=species:S:1:pos:R:3:forces:R:3:lowdin_charge:R:1
C 1.84063 -7.51556 -4.07664 0.097 -0.113 -0.086 -0.09
C 0.35730 -7.34615 -4.40364 0.088 0.152 -0.056 -0.20
C -0.15416 -6.01382 -3.90342 -0.145 -0.105 -0.300 -0.16
C -0.75942 -5.92952 -2.63961 0.246 0.915 -0.951 0.04
C -1.24446 -4.71012 -2.15468 -0.048 -0.521 0.294 -0.23
O -1.81691 -4.64626 -0.91114 -0.041 0.377 -0.227 0.07
C -1.13077 -3.55391 -2.94223 0.615 -1.101 -0.300 -0.22
O -1.64424 -2.35855 -2.50743 0.425 1.100 0.567 0.03
C -0.78598 -1.42416 -1.97039 -0.010 -0.430 -0.078 -0.23
C 0.55956 -1.67468 -1.64548 -0.110 0.534 0.148 0.03
C 1.36935 -0.67110 -1.10484 -0.127 0.145 0.028 0.03
C 0.86447 0.62456 -0.86840 -1.646 -2.156 -1.202 -0.16
N 1.67502 1.64780 -0.31950 1.422 1.139 0.685 -0.33
O 2.84936 1.38333 -0.04378 -1.296 0.227 -0.259 0.08
O 1.16746 2.75958 -0.13325 0.298 -0.827 -0.135 0.04
C -0.48693 0.86023 -1.19796 0.086 0.027 0.050 -0.02
C -1.30050 -0.14395 -1.72658 0.132 0.444 0.149 -0.54
Cl -2.97094 0.22945 -2.08620 0.652 -0.213 0.119 0.73
C -0.52609 -3.63462 -4.20166 0.136 -0.319 -0.064 0.09
C -0.03068 -4.84945 -4.68264 -0.586 0.170 1.275 -0.21
F 0.56344 -4.88328 -5.89866 -0.210 -0.123 0.384 0.07
H 2.00416 -7.45885 -2.99602 0.031 0.003 -0.131 0.08
H 2.19524 -8.48802 -4.43157 0.039 0.136 0.068 0.07
H 2.43178 -6.73246 -4.56171 -0.036 -0.113 0.099 0.08
H -0.21100 -8.16125 -3.94488 -0.022 0.163 -0.027 0.11
H 0.21115 -7.42048 -5.48618 -0.010 0.041 0.144 0.11
H -0.84542 -6.82355 -2.03221 -0.024 0.020 -0.024 0.13
H -2.02709 -5.53067 -0.57634 0.188 0.268 -0.258 0.12
H 0.98731 -2.65897 -1.80234 -0.133 0.102 -0.039 0.13
H 2.40208 -0.91737 -0.86884 -0.229 0.211 0.006 0.12
H -0.93957 1.83622 -1.04963 0.214 -0.109 0.040 0.12
H -0.44677 -2.74181 -4.81305 -0.011 -0.048 0.066 0.14
C 2.35674 2.11652 3.69421 -0.480 0.066 0.163 -0.05
N 1.15897 2.43515 2.92242 0.524 0.114 -0.933 0.04
C -0.08980 2.32963 3.39244 -0.497 -0.404 1.304 -0.48
O -0.32495 1.96262 4.54040 0.015 0.147 -0.439 0.06
C -1.23831 2.70484 2.43498 -0.233 -0.285 -0.185 -0.21
C -1.61017 4.19053 2.57410 0.218 0.304 0.125 -0.09
C -0.46818 5.15489 2.31441 0.293 0.130 -0.097 -0.23
C -0.21980 5.61984 1.00915 0.758 0.386 0.779 -0.04
C 0.85164 6.49722 0.76515 -0.128 -0.320 0.852 -0.08
C 1.68096 6.90764 1.82363 -0.679 -0.540 0.118 -0.09
C 1.43434 6.44716 3.12849 -0.594 -0.290 -0.681 -0.07
C 0.35880 5.57546 3.37398 0.331 0.422 -0.935 -0.04
N -2.45586 1.90745 2.63911 1.193 1.696 0.058 0.12
C -2.60810 0.58607 2.54826 -0.529 -1.690 -0.120 -0.54
C -1.42590 -0.31141 2.23909 -0.171 0.318 0.073 0.03
O -3.71201 0.08919 2.70627 -0.201 -0.028 0.104 0.03
H 2.35762 2.68735 4.62480 0.039 -0.089 -0.010 0.09
H 3.25080 2.36327 3.12027 -0.241 0.009 -0.066 0.09
H 2.36559 1.05248 3.93635 0.058 0.052 0.074 0.09
H 1.28395 2.78205 1.98212 0.010 0.057 0.064 0.09
H -0.89191 2.54149 1.41682 0.158 0.031 -0.251 0.12
H -2.41981 4.41848 1.87883 -0.055 -0.134 -0.036 0.12
H -1.98948 4.36364 3.58313 -0.034 -0.112 0.062 0.13
H -0.84934 5.30184 0.19049 -0.089 -0.050 -0.048 0.11
H 1.04072 6.85449 -0.23735 -0.002 0.003 -0.037 0.10
H 2.50578 7.58047 1.63494 0.019 0.020 -0.011 0.09
H 2.06753 6.76765 3.94410 0.015 0.002 0.028 0.10
H 0.17396 5.22056 4.37863 -0.064 -0.057 0.056 0.11
H -3.28963 2.40203 2.91124 -0.047 -0.016 0.068 0.15
H -0.84651 0.09271 1.41713 0.338 0.054 -0.109 0.05
H -0.80465 -0.39725 3.12883 0.153 0.051 -0.003 0.09
H -1.80040 -1.29670 1.96450 -0.059 0.157 0.050 0.09
```
Forces are in eV/Å.